Record 1
Formula: C38H102N6O16
Source: the OMol25 dataset
Level of theory: ωB97M-V with the def2-TZVPD basis set

Each line ends with the Mulliken charge.
Atoms and positions in Å:
C1 -4.04226 13.44923 18.11826  -0.80
O1 -4.40314 13.91812 16.83241  -0.30
C2 -4.28113 15.31594 16.72180  -0.45
C3 -4.59673 15.67490 15.28175  -1.05
N1 -5.87612 15.18004 14.77928  -0.07
C4 -7.04743 15.63672 15.51351  -0.62
C5 -8.26076 14.97716 14.85480  0.00
O2 -8.22983 13.58363 14.91406  -0.34
C6 -8.67419 13.07450 16.15241  -0.70
H1 -4.38639 12.42212 18.19222  0.25
H2 -4.54053 14.03730 18.89861  0.33
H3 -2.96181 13.55422 18.25536  0.30
H4 -3.23264 15.59038 16.91498  0.45
H5 -4.92073 15.87912 17.41048  0.36
H6 -3.79357 15.36666 14.60565  0.35
H7 -4.58626 16.75713 15.09356  0.45
H8 -5.88578 14.17204 14.92736  0.27
H9 -7.14967 16.71938 15.42025  0.47
H10 -7.04910 15.31039 16.56274  0.20
H11 -8.22822 15.31578 13.80996  -0.45
H12 -9.22170 15.41704 15.16194  0.52
H13 -8.08880 13.40527 17.01538  0.23
H14 -8.61042 11.98635 16.14718  0.24
H15 -9.73623 13.31967 16.27132  0.36
C7 -22.06029 13.83978 10.94922  -0.75
O3 -21.85671 14.26207 9.63175  -0.33
C8 -21.66136 13.17438 8.76231  -0.51
C9 -21.45997 13.68378 7.34961  -0.77
N2 -20.42596 14.70520 7.24362  -0.38
C10 -19.10098 14.15659 7.49658  0.19
C11 -18.03731 14.93012 6.72150  -0.09
O4 -18.43975 15.17872 5.38350  -0.49
C12 -18.19649 14.09501 4.51388  -0.20
H16 -22.80254 13.03488 11.04175  0.30
H17 -22.37525 14.64096 11.61501  0.26
H18 -21.12003 13.44725 11.37294  0.29
H19 -22.46804 12.43546 8.81113  0.52
H20 -20.72394 12.65715 9.04752  0.27
H21 -22.38970 14.19958 7.08283  0.47
H22 -21.27540 12.84022 6.67015  0.32
H23 -20.45144 15.03346 6.28565  0.33
H24 -19.02169 13.12421 7.11025  -0.51
H25 -18.85950 14.14866 8.55931  0.43
H26 -17.07022 14.41514 6.72482  -0.19
H27 -17.88535 15.91575 7.16925  0.38
H28 -18.72243 13.18762 4.84708  0.09
H29 -17.13625 13.88704 4.34937  -0.04
H30 -18.65438 14.31943 3.54934  0.31
C13 -12.80361 11.02463 8.91626  -0.77
O5 -13.71551 11.23026 7.87841  0.01
C14 -13.51816 10.32551 6.82446  -0.81
C15 -14.70232 10.40982 5.89038  -0.27
N3 -15.90737 10.01120 6.59391  -0.37
C16 -17.11978 10.14705 5.82952  -0.23
C17 -18.34288 9.90270 6.70397  -0.15
O6 -19.29810 9.14707 5.99185  -0.38
C18 -20.30418 8.57952 6.77170  -0.77
H31 -11.80542 11.30980 8.53949  0.34
H32 -12.76798 9.98395 9.25306  0.42
H33 -12.93020 11.68768 9.77074  -0.08
H34 -13.37986 9.28841 7.16328  0.45
H35 -12.59401 10.60005 6.29058  0.36
H36 -14.56935 9.71279 5.06181  0.41
H37 -14.74392 11.45927 5.55130  0.06
H38 -15.99628 10.52099 7.46652  0.23
H39 -17.15458 9.43324 5.00192  0.30
H40 -17.25590 11.13980 5.36101  -0.01
H41 -18.81000 10.83487 7.04017  -0.01
H42 -18.01414 9.34410 7.59361  0.43
H43 -21.25911 8.63460 6.25781  0.28
H44 -20.40420 9.06512 7.76000  0.30
H45 -20.05245 7.55708 7.09478  0.29
C19 -14.40179 8.32568 20.46787  -0.73
O7 -13.97790 9.53032 19.86409  -0.32
C20 -13.60941 9.38517 18.51447  -0.27
C21 -13.28712 10.77478 17.98446  -0.78
N4 -12.52710 10.81290 16.73365  -0.13
C22 -13.25305 10.38809 15.56121  -0.46
C23 -12.32323 10.09714 14.40549  -0.83
O8 -11.73718 11.27819 13.94877  -0.18
C24 -11.05174 11.10772 12.73203  -0.44
H46 -14.50536 8.56105 21.52769  0.25
H47 -13.66668 7.53000 20.31830  0.30
H48 -15.39629 8.00494 20.13621  0.29
H49 -14.41998 8.94007 17.91952  0.28
H50 -12.76059 8.68592 18.43920  0.31
H51 -12.72987 11.33719 18.73172  0.35
H52 -14.23440 11.26603 17.75158  0.25
H53 -11.66934 10.27992 16.81834  0.23
H54 -13.97173 11.14672 15.23485  0.29
H55 -13.84618 9.47134 15.72252  0.31
H56 -12.85470 9.56737 13.60242  0.39
H57 -11.57772 9.36140 14.76311  0.34
H58 -10.48685 12.02592 12.56581  0.02
H59 -11.72067 10.83682 11.91055  0.15
H60 -10.25626 10.34988 12.81434  0.40
C25 -11.27141 20.84355 10.89278  -0.67
O9 -12.64095 20.69948 11.10828  -0.31
C26 -13.35825 20.35417 9.93579  -0.36
C27 -14.82264 20.32988 10.27474  -0.70
N5 -15.31462 21.64786 10.62773  -0.37
C28 -16.64030 21.61212 11.20806  -0.66
C29 -17.12786 22.98096 11.63897  -0.57
O10 -16.38405 23.40982 12.75042  -0.28
C30 -17.13783 24.13028 13.70004  -0.74
H61 -10.80891 19.92509 10.50609  0.19
H62 -10.75089 21.05946 11.82761  0.26
H63 -11.04346 21.69020 10.22951  0.31
H64 -13.06594 19.36316 9.55467  0.25
H65 -13.08892 21.08594 9.16142  0.35
H66 -14.96424 19.64811 11.13448  0.35
H67 -15.38881 19.87227 9.45825  0.36
H68 -14.64115 22.07607 11.25098  0.30
H69 -16.64821 21.02636 12.15134  0.32
H70 -17.31965 21.06837 10.54993  0.42
H71 -18.18407 22.82181 11.91740  0.40
H72 -17.14084 23.71760 10.82771  0.32
H73 -17.45071 25.09457 13.27773  0.29
H74 -16.50815 24.32166 14.56405  0.23
H75 -18.03440 23.57306 13.99110  0.32
C31 -8.94298 16.05123 10.38149  -0.63
O11 -10.33340 15.88488 10.14803  -0.31
C32 -10.74802 14.65861 10.66859  -0.13
C33 -12.23338 14.42564 10.79257  -0.91
N6 -13.05454 14.49266 9.57960  0.78
C34 -13.07577 15.81066 8.94861  -0.82
C35 -13.82276 15.74961 7.63686  -0.51
O12 -13.26600 14.74607 6.81505  -0.17
C36 -13.89655 14.58973 5.57649  -0.66
H76 -8.78934 16.08250 11.46529  0.08
H77 -8.64350 17.02373 9.99489  0.38
H78 -8.34397 15.25985 9.92689  0.29
H79 -10.32992 14.48505 11.68115  0.11
H80 -10.26819 13.82000 10.12657  0.24
H81 -12.67811 15.07066 11.55529  0.48
H82 -12.34034 13.40387 11.16829  0.17
H83 -12.63764 13.88183 8.87791  -0.40
H84 -12.06969 16.17811 8.72532  0.27
H85 -13.56798 16.58057 9.54826  0.40
H86 -13.77008 16.72758 7.14193  0.49
H87 -14.87615 15.49082 7.81755  0.14
H88 -13.98763 15.53467 5.01444  0.42
H89 -14.93364 14.24446 5.65569  -0.02
H90 -13.28362 13.93810 4.95708  0.33
C37 -9.80062 13.96158 6.67152  -0.47
O13 -10.93232 13.11586 6.88315  -0.36
H91 -8.97457 13.33905 6.33857  0.29
H92 -9.99388 14.78825 5.98274  0.28
H93 -9.51551 14.46536 7.60639  0.00
H94 -11.70646 13.65654 6.67387  0.24
C38 -15.22297 13.62693 1.38027  -0.64
O14 -15.41963 14.49545 2.51573  -0.39
H95 -14.37715 12.96158 1.55658  0.25
H96 -16.16471 13.10584 1.24315  0.22
H97 -14.99398 14.21212 0.48748  0.32
H98 -14.85505 15.25580 2.35378  0.26
O15 -15.27685 13.18735 10.83211  -0.73
H99 -14.59010 13.62907 10.28958  0.44
H100 -15.18700 13.57343 11.70715  0.27
O16 -6.17801 14.88130 11.84792  -0.65
H101 -5.71579 15.31241 12.58060  0.34
H102 -6.38734 14.00838 12.19140  0.29

Properties
spin multiplicity	1
HOMO	-8.51	eV
HOMO-LUMO gap	9.108	eV
lowest unoccupied orbital energy	0.022	hartree

=====

Record 2
Formula: C33H81N7O3
Source: the OMol25 dataset
Level of theory: ωB97M-V with the def2-TZVPD basis set

Each line ends with the Mulliken charge.
Atoms and positions in Å:
C1 10.54784 12.72443 -7.74854  -0.28
C2 10.40326 11.56089 -6.73920  -1.11
N1 9.86472 10.40577 -7.52708  1.31
C3 8.39639 10.51073 -7.56507  -1.07
C4 7.72429 9.64377 -8.63515  -0.96
C5 10.32436 9.14577 -6.96298  -0.38
C6 11.84487 8.82505 -7.09049  -0.88
H1 10.93278 13.66841 -7.36277  0.61
H2 9.61738 13.03729 -8.22232  0.28
H3 11.27832 12.43791 -8.50511  -0.37
H4 11.37244 11.32922 -6.29746  0.33
H5 9.76166 11.81295 -5.89486  0.37
H6 7.93720 10.31251 -6.59659  0.44
H7 8.05684 11.51308 -7.82601  0.38
H8 8.01508 9.80587 -9.67306  0.05
H9 7.93181 8.61017 -8.35821  0.19
H10 6.65043 9.80641 -8.54313  0.53
H11 9.86568 8.27772 -7.43646  -0.21
H12 9.99172 9.03793 -5.93059  0.35
H13 11.93885 7.75205 -6.92333  0.54
H14 12.54398 9.41755 -6.50033  0.45
H15 12.08939 8.94664 -8.14573  -0.31
C7 19.43936 7.69222 -8.67211  -1.61
C8 18.13409 7.34747 -9.37942  -0.27
N2 17.04619 8.29460 -9.15739  0.03
C9 16.86672 8.46815 -7.67075  -0.54
C10 15.78041 9.53057 -7.32068  -0.81
C11 15.82324 7.76453 -9.74104  0.33
C12 15.88343 7.94422 -11.23354  -1.37
H16 19.44497 7.30881 -7.65179  0.35
H17 19.63064 8.74856 -8.86098  0.40
H18 20.30113 7.20842 -9.13188  0.43
H19 18.42609 7.29956 -10.42848  0.37
H20 17.85773 6.33361 -9.08994  0.36
H21 16.73363 7.52237 -7.14551  0.37
H22 17.81151 8.87659 -7.31210  0.43
H23 14.76444 9.26929 -7.61674  -0.20
H24 15.77577 9.78524 -6.26086  0.51
H25 15.92227 10.52948 -7.73318  0.26
H26 14.93023 8.23043 -9.32443  -0.28
H27 15.68920 6.69332 -9.59056  0.22
H28 15.01307 7.43620 -11.64886  0.35
H29 16.71373 7.35275 -11.61938  0.49
H30 15.98002 9.00456 -11.46688  0.19
C13 7.72248 6.10882 -12.23454  -1.40
C14 8.06325 6.14197 -10.74459  0.13
N3 9.50893 6.07218 -10.52246  0.03
C15 10.12930 7.30977 -10.98683  0.97
C16 11.60272 7.15156 -11.21446  -1.70
C17 9.77394 5.81952 -9.07504  0.33
C18 9.49683 4.37291 -8.66211  -1.70
H31 6.79965 5.55893 -12.41920  0.43
H32 8.52949 5.61865 -12.77911  0.35
H33 7.65951 7.12232 -12.63071  0.30
H34 7.59693 6.95439 -10.18725  -0.02
H35 7.73314 5.20141 -10.30360  0.35
H36 9.61533 7.60600 -11.90127  -0.02
H37 9.94635 8.13528 -10.29897  -0.38
H38 11.91555 7.96652 -11.86720  0.44
H39 12.20034 7.21919 -10.30541  0.15
H40 11.93583 6.28444 -11.78476  0.40
H41 9.07536 6.40165 -8.47405  -0.04
H42 10.80109 6.03842 -8.78321  0.25
H43 10.10641 3.59402 -9.12020  0.38
H44 8.47372 4.04928 -8.85343  0.35
H45 9.60899 4.22275 -7.58835  0.43
C19 17.15551 15.76534 -8.72607  -1.32
C20 15.86630 16.01425 -9.50195  -0.35
N4 15.30793 14.76551 -9.99840  0.62
C21 16.10628 14.28277 -11.18982  -0.37
C22 15.65832 12.87133 -11.61666  -0.97
C23 13.88461 14.91186 -10.25875  0.21
C24 13.04167 14.83685 -8.98452  -1.22
H46 17.58044 16.72403 -8.42866  0.40
H47 17.97460 15.22139 -9.19652  0.36
H48 16.95275 15.16297 -7.84056  0.35
H49 15.14076 16.49995 -8.84943  0.43
H50 16.09375 16.63118 -10.37129  0.35
H51 17.12902 14.04440 -10.89779  0.37
H52 16.10089 15.02683 -11.98634  0.34
H53 15.56458 12.24294 -10.73097  0.12
H54 16.43371 12.46782 -12.26785  0.49
H55 14.68779 12.88596 -12.11260  0.19
H56 13.74489 15.85149 -10.79325  0.43
H57 13.49727 14.14671 -10.93151  -0.53
H58 12.03060 15.09623 -9.29848  0.43
H59 13.03658 13.86207 -8.49681  0.24
H60 13.28274 15.58659 -8.23094  0.43
C25 6.75338 10.07555 -15.91824  -1.22
C26 8.19581 9.90362 -15.47434  0.79
O1 8.46398 8.89776 -14.82288  -0.62
N5 9.04497 10.90155 -15.71517  -0.13
C27 10.41904 10.90566 -15.21150  -0.77
H61 6.74510 10.25043 -16.99409  0.38
H62 6.31717 10.98715 -15.50984  0.29
H63 6.17830 9.18317 -15.67118  0.31
H64 8.56880 11.75668 -15.96440  0.26
H65 10.62045 10.24101 -14.37139  0.15
H66 10.68582 11.89791 -14.84767  0.18
H67 11.14692 10.70839 -15.99850  0.38
C28 11.09347 14.94917 -12.90731  -0.45
C29 9.69212 14.61103 -12.52013  0.53
O2 9.36191 14.75099 -11.33233  -0.68
N6 8.90405 14.26065 -13.54880  -0.10
C30 7.49857 13.90260 -13.46551  -0.86
H68 11.67437 14.16888 -12.41557  -0.30
H69 11.33330 15.90407 -12.43959  0.35
H70 11.27153 15.06785 -13.97610  0.40
H71 9.32502 14.20364 -14.46512  0.29
H72 7.16065 13.43095 -12.54276  0.28
H73 7.26121 13.21081 -14.27370  0.19
H74 6.81309 14.74338 -13.57183  0.37
C31 12.92967 11.01562 -10.30445  2.38
C32 11.86024 11.02282 -11.40508  0.54
O3 12.17821 11.23757 -12.55013  -0.69
N7 10.59135 10.84123 -11.00629  0.91
C33 9.36826 10.91272 -11.80519  -0.61
H75 13.14329 12.04754 -10.02588  -1.44
H76 13.88273 10.60540 -10.63836  0.22
H77 12.53294 10.53948 -9.40779  -1.34
H78 10.44585 10.65226 -10.02486  -0.65
H79 8.56734 11.37245 -11.22616  0.44
H80 9.03313 9.92554 -12.12342  0.11
H81 9.49868 11.39006 -12.77640  -0.19

Properties
spin multiplicity	2
⟨S²⟩	0.7540
total charge	+1
HOMO (spin up / spin down)	-9.84 / -9.84	eV
HOMO-LUMO gap (spin up / spin down)	7.692 / 2.717	eV
lowest unoccupied orbital energy (spin up / spin down)	-0.079 / -0.262	hartree

=====

M in u, matching the order above: 899.26 624.06
Max |F| in eV/A, matching the order above: 1.82 4.33